# C6H8N2O

2 unconnected molecules or ions with the total composition C6H8N2O at a distorted geometry (ωB97M-V with the def2-TZVPD basis set, OMol25).

XYZ file:
```
17
Properties=species:S:1:pos:R:3:forces:R:3
C -0.38237 1.40225 -1.68568 1.4 1.3 -3.2
N -0.98749 0.61058 -0.68540 2.4 -0.9 -2.2
C -2.01465 0.81794 0.05305 -3.1 0.8 0.6
C -1.91792 -0.03677 1.13663 -2.8 1.1 2.6
C -0.78237 -0.74845 0.90255 1.8 0.1 -0.4
O -0.12642 -1.57689 1.74613 -0.7 -0.1 -0.5
N -0.19573 -0.37835 -0.25028 -0.2 -0.5 1.4
H -0.40727 1.00127 -2.74658 -0.4 -0.2 1.2
H -0.76099 2.45406 -1.84641 0.2 -1.2 1.0
H 0.71599 1.37934 -1.47388 -1.0 0.5 0.0
H -2.83628 1.38373 -0.42264 0.6 0.1 1.1
H -2.51875 0.05812 2.10719 0.9 -0.6 -1.9
H 0.63544 -1.81455 1.21402 0.7 -0.4 0.3
C 3.23768 -0.85064 0.88865 -0.6 -0.4 -0.7
C 2.64713 -1.35534 -0.01499 0.6 0.1 0.8
H 3.60039 -0.41948 1.74814 0.8 0.8 1.2
H 2.09361 -1.92684 -0.67050 -0.6 -0.5 -1.3
```
Forces are in eV/Å.

Output
energy above the lowest of the compared OMol25 structures with the same formula, charge and spin = 368.3 kJ/mol
largest force on an atom = 4.02 eV Å⁻¹
E_HOMO = -8.73 eV
molecular weight = 124.14 g/mol